Density functional theory data (the ωB97M-V functional and the def2-TZVPD basis) for C3H8N2S in the gas phase at a distorted geometry.

The geometry in XYZ format:
```
14
Properties=species:S:1:pos:R:3
H -0.17790 -1.05465 -2.94212
N -0.34196 -0.88872 -1.97714
C 0.67320 -0.60888 -1.30122
C 0.74277 -0.65898 0.21096
C 0.24220 0.89137 1.07004
N -1.03224 1.01288 1.58531
S -2.24435 0.92903 0.25318
H 1.67614 -0.34011 -1.74647
H 1.80531 -0.92986 0.57114
H -0.06154 -1.31510 0.55499
H 0.45088 1.65390 0.29004
H 0.95405 1.18969 1.82988
H -1.05094 0.06257 2.07368
H -1.63565 0.05687 -0.47227
```

Multiplicity   1
Charge   0
Structure (SMILES)   [H]/N=C/CCNS
Energy   -626.70558 Ha
Energy above the lowest of the compared OMol25 structures with the same formula, charge and spin   73.86 kcal/mol
Orbital gap   9.84 eV

List of Mulliken charges in e, atom by atom: 0.24, -0.58, 0.20, -0.80, -0.64, -0.40, -0.09, 0.31, 0.30, 0.34, 0.34, 0.35, 0.33, 0.09